{"formula": "C49H57ClN4O5SV", "method": "wB97M-V/def2-TZVPD", "energy_ha": -4298.9384, "max_force_ev_per_a": 0.578, "molar_mass_da": 900.5, "lumo_ha": [-0.160, -0.160], "de_lowest_kcal_mol": 3.1, "charge": 1, "species": ["V", "C", "C", "C", "C", "C", "C", "C", "N", "C", "C", "C", "C", "C", "C", "O", "C", "C", "C", "C", "C", "C", "C", "C", "C", "O", "C", "C", "C", "C", "C", "C", "H", "H", "H", "H", "H", "H", "H", "H", "H", "H", "H", "H", "H", "H", "H", "H", "H", "H", "H", "H", "H", "H", "H", "H", "H", "H", "H", "H", "H", "H", "H", "H", "H", "H", "H", "H", "H", "H", "H", "H", "N", "C", "C", "C", "C", "C", "C", "S", "N", "C", "C", "C", "C", "C", "C", "N", "H", "H", "H", "H", "H", "H", "H", "H", "H", "C", "C", "C", "C", "Cl", "C", "C", "C", "O", "C", "C", "O", "O", "H", "H", "H", "H", "H", "H", "H", "H"], "xyz": [[-1.501, 0.408, -0.146], [4.794, 2.381, 2.174], [4.301, 1.150, 2.947], [4.561, 1.378, 4.436], [5.097, -0.084, 2.498], [2.817, 0.925, 2.646], [2.431, 0.692, 1.334], [1.089, 0.467, 1.056], [0.455, 0.306, -0.164], [1.018, 0.115, -1.381], [2.327, -0.298, -1.691], [2.686, -0.407, -3.008], [1.725, -0.086, -4.000], [0.421, 0.297, -3.765], [0.066, 0.379, -2.402], [-1.113, 0.720, -1.933], [-0.507, 0.554, -4.957], [-0.583, -0.725, -5.805], [-1.937, 0.941, -4.571], [0.082, 1.694, -5.801], [4.065, -0.891, -3.447], [3.909, -2.177, -4.270], [4.969, -1.188, -2.250], [4.733, 0.193, -4.304], [0.122, 0.549, 2.078], [-1.127, 0.449, 1.585], [0.463, 0.780, 3.404], [1.833, 0.941, 3.637], [-0.500, 0.806, 4.592], [-1.975, 0.661, 4.205], [-0.332, 2.129, 5.351], [-0.141, -0.368, 5.515], [5.852, 2.551, 2.377], [4.243, 3.276, 2.473], [4.681, 2.257, 1.096], [5.628, 1.542, 4.594], [4.269, 0.513, 5.034], [4.034, 2.257, 4.812], [6.156, 0.049, 2.730], [5.012, -0.248, 1.421], [4.743, -0.981, 3.003], [3.165, 0.711, 0.544], [3.000, -0.592, -0.902], [2.037, -0.179, -5.033], [-0.992, -1.553, -5.223], [0.394, -1.027, -6.183], [-1.234, -0.559, -6.665], [-2.424, 0.166, -3.980], [-2.513, 1.083, -5.488], [-1.968, 1.873, -4.006], [1.074, 1.450, -6.182], [0.161, 2.612, -5.215], [-0.564, 1.891, -6.658], [3.426, -2.960, -3.682], [4.889, -2.541, -4.583], [3.314, -2.015, -5.170], [4.559, -1.980, -1.619], [5.130, -0.299, -1.635], [5.944, -1.523, -2.605], [4.160, 0.413, -5.206], [5.724, -0.140, -4.616], [4.848, 1.121, -3.741], [2.141, 1.112, 4.658], [-2.314, 1.488, 3.579], [-2.571, 0.669, 5.120], [-2.173, -0.271, 3.677], [-0.548, 2.982, 4.703], [0.676, 2.253, 5.748], [-1.025, 2.160, 6.193], [-0.258, -1.316, 4.989], [-0.802, -0.371, 6.384], [0.887, -0.307, 5.875], [-5.366, 2.202, -0.170], [-6.441, 1.311, -0.429], [-7.696, 1.818, -0.709], [-8.745, 0.948, -0.979], [-8.522, -0.418, -0.986], [-7.254, -0.919, -0.718], [-6.211, -0.055, -0.426], [-4.650, -0.736, 0.034], [-3.619, 0.633, -0.106], [-4.072, 1.844, -0.135], [-3.053, 2.939, -0.145], [-3.347, 4.288, -0.223], [-2.301, 5.202, -0.197], [-1.001, 4.744, -0.099], [-0.785, 3.376, -0.047], [-1.789, 2.505, -0.069], [-5.594, 3.180, -0.170], [-7.859, 2.889, -0.713], [-9.728, 1.344, -1.189], [-9.331, -1.102, -1.199], [-7.080, -1.988, -0.724], [-4.359, 4.656, -0.308], [-2.510, 6.261, -0.254], [-0.161, 5.422, -0.071], [0.211, 2.958, 0.016], [1.216, -4.499, -0.272], [0.702, -4.314, 1.131], [1.605, -3.991, 2.146], [1.187, -3.884, 3.458], [2.336, -3.462, 4.697], [-0.128, -4.129, 3.811], [-1.036, -4.423, 2.814], [-0.638, -4.486, 1.486], [-1.643, -4.756, 0.570], [-1.866, -3.770, -0.425], [-1.904, -2.353, 0.127], [-2.221, -2.090, 1.272], [-1.624, -1.452, -0.778], [2.251, -4.840, -0.244], [1.194, -3.567, -0.844], [0.630, -5.242, -0.812], [2.652, -3.852, 1.906], [-0.434, -4.079, 4.847], [-2.081, -4.576, 3.041], [-2.831, -3.989, -0.884], [-1.115, -3.806, -1.211]], "forces_ev_per_a": [[0.3760, -0.3760, -0.2270], [-0.0062, 0.0247, -0.0007], [-0.0348, 0.0044, 0.0075], [-0.0061, -0.0182, 0.0212], [0.0197, 0.0531, -0.0574], [0.0703, -0.0291, -0.0797], [0.0712, -0.1059, 0.0331], [0.0413, 0.0382, 0.0530], [-0.5082, 0.1433, -0.0048], [0.1355, 0.0181, -0.0544], [-0.0056, -0.0101, -0.0535], [0.0492, -0.0258, 0.0377], [-0.1144, 0.0324, -0.0083], [0.1617, -0.0306, -0.0621], [-0.1331, 0.0354, 0.1021], [0.1137, -0.0822, 0.0053], [-0.0171, -0.0045, 0.0212], [-0.0047, -0.0091, -0.0142], [0.0079, 0.0037, 0.0080], [0.0071, 0.0062, -0.0191], [-0.0084, -0.0021, 0.0197], [-0.0021, -0.0068, -0.0064], [-0.0022, 0.0006, 0.0128], [0.0094, 0.0039, -0.0098], [-0.1826, 0.1765, -0.1078], [0.2142, 0.0379, 0.0852], [0.1651, -0.2100, 0.0857], [-0.1512, 0.0254, 0.0061], [0.0025, 0.0104, 0.0042], [0.0006, 0.0126, -0.0191], [-0.0036, 0.0149, 0.0093], [0.0028, -0.0008, 0.0025], [0.0002, -0.0041, 0.0054], [0.0003, -0.0030, 0.0015], [-0.0052, -0.0018, -0.0015], [0.0004, 0.0005, 0.0000], [-0.0069, 0.0033, -0.0036], [0.0080, -0.0007, -0.0071], [-0.0133, -0.0036, -0.0030], [0.0057, 0.0023, 0.0078], [-0.0254, -0.0761, 0.0628], [-0.0022, 0.0160, -0.0053], [0.0056, -0.0065, -0.0140], [0.0014, 0.0009, 0.0026], [0.0001, 0.0023, 0.0031], [-0.0023, 0.0008, 0.0033], [-0.0003, 0.0004, 0.0019], [-0.0037, -0.0066, -0.0010], [0.0039, 0.0035, 0.0038], [0.0007, 0.0004, 0.0070], [-0.0017, 0.0010, 0.0060], [-0.0045, -0.0010, 0.0031], [0.0004, -0.0022, 0.0003], [0.0030, 0.0038, 0.0009], [0.0001, 0.0025, 0.0005], [-0.0022, 0.0010, 0.0026], [0.0029, -0.0020, -0.0043], [0.0010, 0.0032, -0.0028], [-0.0019, 0.0016, -0.0067], [-0.0025, 0.0001, 0.0024], [-0.0024, -0.0005, -0.0018], [0.0000, -0.0024, 0.0053], [0.0116, -0.0163, 0.0020], [0.0011, 0.0051, -0.0048], [0.0037, -0.0015, -0.0065], [0.0040, -0.0101, -0.0031], [-0.0074, 0.0013, -0.0012], [-0.0032, 0.0018, -0.0038], [0.0054, -0.0055, 0.0005], [0.0069, -0.0257, 0.0014], [-0.0023, 0.0008, -0.0032], [-0.0047, -0.0032, -0.0054], [-0.0251, -0.0696, 0.1521], [0.0371, 0.0232, -0.0356], [0.0049, -0.0158, -0.0354], [0.0127, -0.0035, 0.0036], [-0.0196, -0.0001, 0.0021], [0.0084, 0.0188, -0.0306], [-0.0879, -0.0676, -0.0502], [0.0409, 0.0800, 0.1890], [0.0842, 0.0123, -0.0904], [-0.0020, 0.1042, -0.1134], [-0.0381, 0.0039, 0.0096], [0.0353, -0.0071, 0.0304], [-0.0050, 0.0162, 0.0006], [0.0224, -0.0157, 0.0013], [-0.0291, 0.0090, 0.0193], [-0.1532, 0.0837, -0.0390], [0.0121, 0.0061, 0.0017], [0.0062, 0.0028, 0.0009], [-0.0011, -0.0007, 0.0025], [-0.0018, 0.0030, 0.0009], [0.0176, 0.0038, -0.0056], [-0.0098, -0.0185, 0.0046], [0.0071, 0.0024, 0.0010], [-0.0089, 0.0103, -0.0038], [0.0045, 0.0030, -0.0005], [-0.0641, 0.0260, -0.0280], [-0.0712, 0.0092, 0.0552], [-0.0612, -0.0137, -0.0072], [0.0873, 0.0010, 0.0028], [0.0398, 0.0294, -0.0234], [-0.0387, -0.0056, 0.0315], [-0.0030, 0.0127, 0.0036], [-0.0653, 0.0313, -0.0398], [0.1198, 0.0729, -0.1066], [0.3794, -0.0812, 0.1992], [-0.3588, -0.0005, -0.0682], [-0.0570, -0.0540, -0.0304], [-0.0268, 0.1646, 0.1957], [-0.0095, -0.0015, -0.0035], [-0.0438, 0.0220, -0.0198], [-0.0060, -0.0018, -0.0025], [-0.0064, 0.0066, -0.0031], [-0.0045, 0.0181, 0.0068], [-0.0041, 0.0008, -0.0105], [-0.0399, 0.0109, 0.0781], [0.0794, -0.0416, -0.0805]], "mulliken_charge": [-0.433, -1.622, 2.010, -2.191, -1.384, -0.276, -0.822, -0.230, 1.546, 0.277, -1.280, 0.049, -0.624, 0.766, 0.034, -0.977, 2.028, -1.634, -2.008, -1.726, 1.787, -1.626, -1.858, -1.715, -0.114, -0.878, 0.404, -0.460, 2.350, -2.069, -1.820, -1.507, 0.460, 0.337, 0.274, 0.469, 0.388, 0.381, 0.480, 0.155, 0.308, 0.927, 0.756, 0.487, 0.319, 0.330, 0.481, 0.329, 0.577, 0.286, 0.300, 0.349, 0.472, 0.296, 0.458, 0.340, 0.339, 0.342, 0.514, 0.309, 0.486, 0.345, 0.472, 0.287, 0.575, 0.243, 0.355, 0.313, 0.487, 0.221, 0.479, 0.305, -0.046, -0.113, -0.662, -0.610, -0.785, -0.627, 0.910, -0.128, 0.415, 0.970, 0.817, -1.076, -0.757, -1.138, -0.481, 1.236, 0.057, 0.382, 0.400, 0.403, 0.462, 0.524, 0.458, 0.527, 0.528, -1.722, 1.090, -0.764, 0.265, -0.218, -0.739, -0.211, 0.177, -0.547, -0.979, 0.606, -0.358, -0.450, 0.550, 0.147, 0.375, 0.496, 0.498, 0.443, 0.369, 0.279]}